# 1
Below is a structure of composition C29H29As2BiF6N5O4S2 at a distorted geometry, with properties calculated with wB97M-V/def2-TZVPD.

Structure (XYZ):
```
78
C29H29As2BiF6N5O4S2 wB97M-V/def2-TZVPD
Bi -0.161 0.009 0.518
As 0.904 -0.039 3.054
As 2.892 -0.378 0.397
S -0.953 -0.901 -2.861
S 0.255 -2.973 -1.595
F 1.312 -0.790 -4.235
F -1.578 -4.516 -0.528
F -0.535 -5.411 -2.199
F 0.466 -5.204 -0.290
F -0.452 -0.168 -5.304
F -0.101 -2.273 -4.967
O -0.122 0.011 -2.065
O -2.236 -0.432 -3.245
O 0.687 -2.399 -0.319
O 1.291 -3.169 -2.555
N -2.065 1.252 0.182
N -2.131 -1.190 1.136
N 0.202 2.361 0.850
N -2.016 2.527 0.019
N -1.063 -2.305 -2.144
C 1.955 -1.671 2.853
C 1.355 2.977 1.160
C 4.609 0.299 1.161
C 0.033 -1.063 -4.451
C -2.279 -2.315 1.972
C -1.199 -3.134 2.295
C 1.927 -2.666 3.827
C 2.098 0.875 4.358
C 1.502 4.340 1.136
C -3.068 -0.864 0.238
C 3.730 -1.212 -1.155
C -0.847 3.106 0.431
C -0.400 -4.645 -1.132
C -2.578 -4.412 3.801
C -4.995 -1.280 -1.147
C -1.357 -4.183 3.187
C -3.092 0.505 -0.235
C 0.403 5.123 0.766
C -4.053 -1.747 -0.283
C 2.573 -3.870 3.612
C 3.256 -4.083 2.421
C -4.150 0.974 -1.056
C -0.764 4.508 0.393
C -3.509 -2.548 2.601
C -3.651 -3.584 3.506
C -0.567 -0.415 4.296
C -5.076 0.094 -1.509
C 2.716 -1.847 1.689
C 3.350 -3.068 1.485
H 3.714 -5.043 2.223
H 1.754 1.890 4.548
H 2.176 2.334 1.456
H -4.150 2.018 -1.334
H 0.481 6.202 0.771
H -4.348 -1.899 2.383
H -5.859 0.418 -2.179
H -4.021 -2.789 -0.001
H -5.703 -1.973 -1.583
H -0.663 0.436 4.969
H 1.381 -2.506 4.749
H 2.450 4.785 1.402
H 3.116 -2.017 -1.540
H -1.492 -0.512 3.732
H 2.525 -4.650 4.360
H 3.904 -3.238 0.570
H 3.117 0.894 3.981
H 3.818 -0.457 -1.936
H 4.724 -1.582 -0.911
H 4.436 0.834 2.095
H 5.287 -0.532 1.341
H -0.516 -4.830 3.399
H -4.607 -3.739 3.989
H -0.413 -1.324 4.873
H 5.060 0.984 0.444
H 2.057 0.293 5.276
H -1.634 5.056 0.062
H -2.696 -5.236 4.493
H -0.256 -2.992 1.788
```

Output
- strongest force on any atom (Eh/bohr) = 0.047
- Kohn-Sham gap (spin up / spin down) (eV) = 5.764 / 5.527
- ΔE to the lowest compared entry with this formula, charge and spin (kcal per mole) = 21.30
- lowest unoccupied orbital energy (spin up / spin down) (eV) = -4.45 / -4.58
- molar mass (g/mol) = 1048.528
- net charge = +1
- HOMO level (spin up / spin down) (eV) = -10.21 / -10.11

=====

# 2
Below is a structure of composition C29H29BF4N4PRuSTe4 at a distorted geometry, with properties calculated with wB97M-V/def2-TZVPD.

Structure (XYZ):
```
74
C29H29BF4N4PRuSTe4 wB97M-V/def2-TZVPD
Te 3.419 3.546 -2.112
Te 0.349 5.017 -0.065
Te 1.963 1.386 -1.379
Te 0.047 2.291 0.094
Ru 0.121 -0.094 -0.370
S -1.801 0.557 0.793
P -1.358 -1.938 -0.892
F 2.642 -1.010 3.568
F 1.241 -0.044 2.059
F 0.851 -2.157 2.794
F 0.541 -0.400 4.194
N -0.763 0.588 -2.583
N -1.781 4.117 -2.828
N -4.064 3.806 -3.117
N -2.742 1.972 -2.947
C -5.321 -2.653 -1.719
C -5.172 -0.523 2.979
C -2.769 -2.243 3.532
C -3.768 1.201 3.864
C -2.277 -3.326 2.932
C 1.577 -1.716 -0.662
C 1.142 -2.826 -1.502
C 0.238 -5.048 -2.964
C -2.822 3.273 -2.951
C -3.003 -2.086 -3.167
C -6.152 1.484 3.850
C -1.684 1.288 -2.741
C -1.884 -2.200 0.835
C -0.662 -4.303 -2.228
C -3.896 -0.050 3.275
C -1.781 -1.926 -4.011
C -2.694 -0.883 2.911
C -1.020 -4.540 1.119
C -2.579 -0.966 1.378
C -5.410 -2.330 -3.064
C -4.249 -2.054 -3.770
C -2.913 -2.340 -1.778
C -6.291 0.241 3.258
C 2.017 -3.563 -2.306
C -4.097 -2.626 -1.084
C -0.228 -3.186 -1.529
C -1.721 -3.302 1.595
C 1.572 -4.655 -3.023
C -4.888 1.961 4.155
B 1.327 -0.920 3.188
H 1.436 -1.977 0.410
H -2.784 1.586 4.100
H 2.654 -1.498 -0.821
H -1.715 -4.566 -2.216
H -7.276 -0.135 3.006
H -1.913 5.078 -2.549
H -4.053 -2.885 -0.031
H -4.773 2.933 4.612
H -0.941 -5.266 1.928
H -1.542 -5.013 0.283
H 3.063 -3.278 -2.353
H -4.784 3.175 -3.423
H -0.106 -5.913 -3.515
H -4.138 4.773 -3.378
H -1.788 -0.395 3.319
H -5.286 -1.502 2.526
H -0.009 -4.298 0.793
H -1.995 -1.356 -4.914
H -3.593 -0.918 0.926
H -3.166 -2.280 4.538
H -7.030 2.080 4.066
H 2.267 -5.215 -3.640
H -0.875 3.753 -2.554
H -4.313 -1.810 -4.825
H -0.991 -1.415 -3.460
H -2.289 -4.286 3.434
H -6.214 -2.912 -1.162
H -6.373 -2.301 -3.559
H -1.386 -2.903 -4.300
```

Output
- 2S+1 = 6
- strongest force on any atom (Eh/bohr) = 0.101
- Kohn-Sham gap (spin up / spin down) (eV) = 4.567 / 4.711
- ΔE to the lowest compared entry with this formula, charge and spin (kcal per mole) = 126.86
- lowest unoccupied orbital energy (spin up / spin down) (eV) = 3.77 / 3.47
- molar mass (g/mol) = 1194.894
- net charge = -2
- HOMO level (spin up / spin down) (eV) = -0.80 / -1.24

=====

# 3
Below is a structure of composition C29H29BaN5O3S2 at a distorted geometry, with properties calculated with wB97M-V/def2-TZVPD.

Structure (XYZ):
```
69
C29H29BaN5O3S2 wB97M-V/def2-TZVPD
Ba -0.374 0.200 -0.237
S -0.358 0.038 3.389
S -0.653 2.969 1.820
O 2.109 -2.253 -1.570
O 0.524 0.447 -2.167
O -1.520 0.329 -3.036
N 1.784 -0.681 0.968
N -1.170 3.690 4.317
N -0.150 -1.973 -1.128
N 0.464 1.672 5.306
N -2.400 1.711 -0.513
C -4.162 5.835 -2.284
C 0.900 7.457 3.699
C -4.134 3.175 -3.108
C 0.136 6.326 3.459
C -1.605 -0.853 8.235
C 1.418 -2.089 0.689
C -1.886 4.887 3.888
C -1.078 6.145 4.119
C 0.095 0.082 9.647
C 1.123 0.587 6.025
C 0.341 0.168 7.248
C -4.773 4.132 -3.875
C -0.673 2.760 3.474
C 0.458 8.422 4.595
C 0.391 2.956 5.983
C -3.517 3.557 -1.915
C -4.793 5.458 -3.463
C -0.881 -0.487 7.112
C -1.119 -0.572 9.505
C -0.752 8.251 5.247
C -0.462 -0.185 -2.659
C -2.884 2.548 -1.133
C 0.820 0.452 8.522
C -0.388 -1.720 -2.532
C -0.988 3.526 5.750
C -0.139 1.521 4.111
C 1.132 -2.138 -0.814
C -3.521 4.889 -1.504
C -1.515 7.115 5.013
H 0.469 5.578 2.751
H 2.064 -0.581 1.936
H 1.151 3.649 5.606
H 0.538 -2.367 1.274
H -2.551 -1.368 8.120
H -5.250 3.845 -4.802
H -2.814 4.937 4.463
H -1.104 9.004 5.941
H -2.125 4.765 2.835
H 0.558 2.795 7.047
H -1.683 -0.866 10.380
H 1.840 7.589 3.179
H 0.480 0.304 10.634
H -1.340 -2.140 -2.850
H 1.232 -0.246 5.337
H -4.085 2.139 -3.417
H -5.297 6.202 -4.065
H -1.081 4.501 6.226
H -3.025 5.172 -0.585
H -4.167 6.872 -1.977
H -1.255 -0.712 6.120
H -2.463 6.988 5.525
H -1.743 2.852 6.168
H 1.056 9.304 4.781
H 2.606 -0.486 0.398
H 0.435 -2.096 -3.147
H 2.234 -2.779 0.908
H 1.773 0.956 8.638
H 2.115 0.935 6.324
```

Output
- strongest force on any atom (Eh/bohr) = 0.133
- Kohn-Sham gap (eV) = 6.080
- ΔE to the lowest compared entry with this formula, charge and spin (kcal per mole) = 56.57
- lowest unoccupied orbital energy (eV) = -1.02
- molar mass (g/mol) = 697.045
- HOMO level (eV) = -7.10

=====

# 4
Below is a structure of composition C29H29BrHoNO3 at a distorted geometry, with properties calculated with wB97M-V/def2-TZVPD.

Structure (XYZ):
```
64
C29H29BrHoNO3 wB97M-V/def2-TZVPD
Ho 0.724 -0.091 0.760
Br 4.371 -2.756 -0.541
O 2.301 -0.650 2.275
O 0.863 0.152 -2.097
O 2.953 -0.063 0.244
N -0.905 1.060 -3.459
C -2.737 -0.598 -3.226
C -0.485 3.833 -1.179
C -1.651 -0.067 -4.126
C 5.084 -2.171 1.126
C -0.457 -2.038 -0.251
C -1.200 -1.689 1.904
C 0.059 -2.334 1.971
C 6.029 -1.505 3.663
C -1.196 2.767 -0.381
C 4.564 -1.050 1.809
C -1.310 1.636 1.986
C 0.840 2.110 2.701
C -4.691 -0.159 -1.864
C 0.532 -2.543 0.639
C 5.023 -0.734 3.086
C 6.147 -2.866 1.677
C -4.955 -1.534 -1.784
C -2.696 3.005 -0.445
C 3.253 -0.542 1.396
C -0.356 1.382 3.019
C -0.713 1.392 -0.935
C -0.217 0.832 -2.289
C -2.934 -1.974 -3.065
C 0.586 2.879 1.533
C -3.579 0.303 -2.582
C -4.057 -2.442 -2.373
C 6.606 -2.559 2.956
C -0.733 2.573 1.069
C -1.506 -1.495 0.534
H -3.285 2.205 0.033
H 1.447 -3.060 0.345
H -3.030 3.132 -1.489
H 1.729 2.157 3.325
H 6.629 -3.639 1.112
H 4.553 0.097 3.616
H 0.572 3.633 -1.342
H -0.602 4.800 -0.698
H 1.276 3.560 1.045
H -0.569 0.919 3.982
H 6.385 -1.244 4.650
H -2.258 -2.682 -3.557
H -1.405 0.633 -0.495
H -3.437 1.369 -2.749
H 7.399 -3.144 3.407
H -0.940 -0.868 -4.400
H -2.305 1.192 1.878
H 0.532 -2.709 2.883
H -0.933 3.920 -2.172
H -2.425 -1.080 0.142
H -2.095 0.246 -5.094
H -4.279 -3.514 -2.349
H -5.379 0.559 -1.418
H -5.860 -1.896 -1.271
H -1.878 -1.502 2.744
H -0.364 1.614 -4.142
H 0.335 1.455 -0.491
H -2.901 3.955 0.082
H -0.470 -2.174 -1.328
```

Output
- 2S+1 = 5
- strongest force on any atom (Eh/bohr) = 0.089
- Kohn-Sham gap (spin up / spin down) (eV) = 7.361 / 7.368
- ΔE to the lowest compared entry with this formula, charge and spin (kcal per mole) = 36.32
- lowest unoccupied orbital energy (spin up / spin down) (eV) = -0.03 / -0.04
- molar mass (g/mol) = 684.389
- HOMO level (spin up / spin down) (eV) = -7.39 / -7.41

=====

# 5
Below is a structure of composition C29H29BrN4O12S4Sr at a distorted geometry, with properties calculated with wB97M-V/def2-TZVPD.

Structure (XYZ):
```
80
C29H29BrN4O12S4Sr wB97M-V/def2-TZVPD
Sr -1.579 -0.538 -0.741
Br -2.065 2.673 0.454
S 3.695 1.918 -0.984
S 1.822 3.144 -3.687
S 1.044 0.112 -2.126
S -2.401 -0.341 -3.673
O 1.773 -3.375 0.326
O -2.838 -1.327 -2.607
O -0.143 -1.894 0.675
O -3.071 -0.876 1.180
O -1.579 -0.950 -4.728
O -3.480 0.378 -4.309
O -3.217 -5.714 5.078
O -4.013 -4.948 -1.743
O -1.555 0.594 -2.810
O -3.418 -7.537 3.882
O -2.926 -6.658 -0.942
O -3.456 -1.247 3.385
N 0.203 1.011 1.179
N 1.067 0.014 1.440
N -3.423 -6.309 4.034
N -3.475 -5.576 -0.828
C 3.539 2.534 -3.733
C 0.445 -1.323 1.769
C -3.402 -3.642 0.703
C 2.305 -2.981 1.506
C -3.523 -5.031 0.530
C -3.518 -3.985 3.110
C 3.382 -2.394 4.048
C 2.227 -1.779 3.577
C 4.077 -3.264 3.160
C 1.702 -2.046 2.326
C 3.534 -3.569 1.910
C -0.014 4.570 0.704
C 0.627 2.189 1.078
C -0.271 3.277 0.752
C -3.628 -5.895 1.620
C 4.350 2.745 -2.435
C -1.273 6.661 1.457
C 3.905 0.103 -1.387
C -3.601 -5.388 2.879
C -3.309 -1.592 2.209
C -0.987 5.679 0.489
C 1.264 0.302 -3.936
C -3.445 -3.140 1.989
C -1.530 5.875 -0.804
C -2.039 7.802 1.145
C 0.901 1.726 -4.437
C 2.537 -0.627 -1.436
C -2.314 6.971 -1.097
C -2.604 7.913 -0.145
H -0.906 6.462 2.461
H -2.145 8.503 1.963
H -0.282 -1.136 2.612
H 5.365 2.384 -2.532
H -0.163 1.855 -4.282
H 2.277 0.096 -4.203
H -3.423 -3.487 4.054
H -1.280 5.172 -1.558
H 1.645 -1.160 4.245
H 4.407 3.781 -2.138
H -3.377 -2.992 -0.189
H 4.538 -0.414 -0.630
H 2.646 -1.647 -1.806
H 3.839 -2.143 5.003
H -2.699 7.118 -2.127
H -3.177 8.759 -0.471
H 0.661 -0.436 -4.416
H 0.830 -2.875 0.231
H 2.167 -0.729 -0.412
H 4.045 2.915 -4.602
H 3.943 -4.352 1.306
H 0.971 4.862 0.941
H 3.419 1.445 -3.803
H 1.841 0.281 2.021
H 4.441 -0.033 -2.358
H -3.681 -6.945 1.461
H 1.709 2.417 1.257
H 1.084 1.766 -5.509
H 4.998 -3.708 3.475
```

Output
- strongest force on any atom (Eh/bohr) = 0.038
- Kohn-Sham gap (eV) = 6.271
- lowest unoccupied orbital energy (eV) = 3.23
- molar mass (g/mol) = 921.359
- net charge = -2
- HOMO level (eV) = -3.04

=====

# 6
Below is a structure of composition C29H29CdN10O2S2, with properties calculated with wB97M-V/def2-TZVPD.

Structure (XYZ):
```
73
C29H29CdN10O2S2 wB97M-V/def2-TZVPD
Cd 0.109 0.699 0.660
S -2.862 -1.933 -0.440
S 2.795 1.872 -0.438
O 4.254 1.904 -0.629
O -1.890 4.599 0.253
N -1.335 2.360 0.374
N -1.432 0.129 -3.828
N 0.715 -0.252 2.785
N 0.005 0.383 -2.145
N 0.844 3.429 1.911
N -2.157 0.560 2.210
N -0.204 -2.538 -0.450
N -1.366 -3.006 -2.340
N 2.236 0.748 0.341
N 0.032 -1.783 0.635
C -3.129 1.102 1.490
C -0.413 -5.297 -2.416
C 0.717 0.257 -3.342
C 2.571 -1.098 4.627
C -2.749 2.047 0.373
C 1.585 -0.032 -5.970
C 0.224 -0.039 -5.732
C 2.021 3.853 2.374
C 1.982 0.150 4.762
C -0.275 -3.835 -2.835
C -4.471 0.820 1.737
C -1.246 0.282 -2.489
C 2.212 -1.911 3.567
C -1.367 -2.498 -1.049
C 0.848 -2.290 1.499
C -3.776 -0.629 3.500
C 1.400 -3.678 1.357
C -4.798 -0.056 2.751
C 2.501 0.095 -4.918
C -0.185 0.097 -4.410
C 0.301 4.087 0.884
C 0.909 5.192 0.301
C -2.476 -0.290 3.184
C -1.085 3.669 0.438
C 2.135 5.613 0.778
C 1.268 -1.461 2.643
C 2.708 4.930 1.843
C 2.088 0.234 -3.605
C 1.060 0.529 3.801
H -0.535 -5.353 -1.332
H -5.834 -0.304 2.949
H 1.950 -0.133 -6.985
H 3.675 5.211 2.240
H -5.238 1.276 1.122
H 2.438 3.288 3.202
H -3.073 1.597 -0.574
H -2.314 -0.026 -4.277
H 2.681 -2.877 3.446
H 0.399 5.700 -0.507
H 1.463 -4.191 2.318
H 3.562 0.080 -5.139
H -2.078 0.294 -1.799
H -1.641 -0.726 3.724
H -2.292 -3.292 -2.611
H 0.571 1.499 3.829
H 2.641 6.461 0.334
H 3.312 -1.432 5.343
H -3.321 2.967 0.490
H -0.241 -3.749 -3.923
H -0.491 -0.152 -6.539
H -3.986 -1.330 4.296
H 2.401 -3.640 0.914
H 2.241 0.815 5.574
H 0.472 -5.871 -2.700
H 2.811 0.301 -2.807
H -1.288 -5.759 -2.881
H 0.761 -4.244 0.687
H 0.647 -3.422 -2.436
```

Output
- strongest force on any atom (Eh/bohr) = 0.017
- Kohn-Sham gap (eV) = 7.168
- ΔE to the lowest compared entry with this formula, charge and spin (kcal per mole) = 22.57
- lowest unoccupied orbital energy (eV) = 2.57
- molar mass (g/mol) = 726.165
- net charge = -1
- HOMO level (eV) = -4.59

=====

> Which value of molar mass does entry 1 give?

1048.528 g/mol

=====

Repeat the second record exactly.
Below is a structure of composition C29H29BF4N4PRuSTe4 at a distorted geometry, with properties calculated with wB97M-V/def2-TZVPD.

Structure (XYZ):
```
74
C29H29BF4N4PRuSTe4 wB97M-V/def2-TZVPD
Te 3.419 3.546 -2.112
Te 0.349 5.017 -0.065
Te 1.963 1.386 -1.379
Te 0.047 2.291 0.094
Ru 0.121 -0.094 -0.370
S -1.801 0.557 0.793
P -1.358 -1.938 -0.892
F 2.642 -1.010 3.568
F 1.241 -0.044 2.059
F 0.851 -2.157 2.794
F 0.541 -0.400 4.194
N -0.763 0.588 -2.583
N -1.781 4.117 -2.828
N -4.064 3.806 -3.117
N -2.742 1.972 -2.947
C -5.321 -2.653 -1.719
C -5.172 -0.523 2.979
C -2.769 -2.243 3.532
C -3.768 1.201 3.864
C -2.277 -3.326 2.932
C 1.577 -1.716 -0.662
C 1.142 -2.826 -1.502
C 0.238 -5.048 -2.964
C -2.822 3.273 -2.951
C -3.003 -2.086 -3.167
C -6.152 1.484 3.850
C -1.684 1.288 -2.741
C -1.884 -2.200 0.835
C -0.662 -4.303 -2.228
C -3.896 -0.050 3.275
C -1.781 -1.926 -4.011
C -2.694 -0.883 2.911
C -1.020 -4.540 1.119
C -2.579 -0.966 1.378
C -5.410 -2.330 -3.064
C -4.249 -2.054 -3.770
C -2.913 -2.340 -1.778
C -6.291 0.241 3.258
C 2.017 -3.563 -2.306
C -4.097 -2.626 -1.084
C -0.228 -3.186 -1.529
C -1.721 -3.302 1.595
C 1.572 -4.655 -3.023
C -4.888 1.961 4.155
B 1.327 -0.920 3.188
H 1.436 -1.977 0.410
H -2.784 1.586 4.100
H 2.654 -1.498 -0.821
H -1.715 -4.566 -2.216
H -7.276 -0.135 3.006
H -1.913 5.078 -2.549
H -4.053 -2.885 -0.031
H -4.773 2.933 4.612
H -0.941 -5.266 1.928
H -1.542 -5.013 0.283
H 3.063 -3.278 -2.353
H -4.784 3.175 -3.423
H -0.106 -5.913 -3.515
H -4.138 4.773 -3.378
H -1.788 -0.395 3.319
H -5.286 -1.502 2.526
H -0.009 -4.298 0.793
H -1.995 -1.356 -4.914
H -3.593 -0.918 0.926
H -3.166 -2.280 4.538
H -7.030 2.080 4.066
H 2.267 -5.215 -3.640
H -0.875 3.753 -2.554
H -4.313 -1.810 -4.825
H -0.991 -1.415 -3.460
H -2.289 -4.286 3.434
H -6.214 -2.912 -1.162
H -6.373 -2.301 -3.559
H -1.386 -2.903 -4.300
```

Output
- 2S+1 = 6
- strongest force on any atom (Eh/bohr) = 0.101
- Kohn-Sham gap (spin up / spin down) (eV) = 4.567 / 4.711
- ΔE to the lowest compared entry with this formula, charge and spin (kcal per mole) = 126.86
- lowest unoccupied orbital energy (spin up / spin down) (eV) = 3.77 / 3.47
- molar mass (g/mol) = 1194.894
- net charge = -2
- HOMO level (spin up / spin down) (eV) = -0.80 / -1.24

=====

> Look up the molar mass of the fourth one.

684.389 g/mol